{
  "formula": "C24H38AsCdF4N3SSi",
  "method": "ωB97M-V/def2-TZVPD",
  "relative_energy_kcal_mol": 0.00,
  "e_homo_ev": -6.94,
  "elements": ["Cd", "C", "C", "N", "C", "C", "C", "C", "N", "C", "C", "F", "C", "F", "C", "C", "F", "C", "F", "H", "H", "H", "H", "H", "H", "H", "H", "H", "H", "H", "H", "H", "H", "H", "C", "Si", "C", "C", "N", "C", "C", "C", "C", "C", "C", "H", "H", "H", "H", "H", "H", "H", "H", "H", "H", "H", "H", "H", "H", "C", "As", "C", "C", "S", "H", "H", "H", "H", "H", "H", "H", "H", "H"],
  "xyz": [[0.139, 0.838, 0.109], [1.159, -1.263, -2.745], [2.243, -0.652, -1.874], [1.971, 0.752, -1.506], [1.707, 1.605, -2.679], [2.822, 1.669, -3.717], [3.087, 1.303, -0.709], [3.116, 0.810, 0.732], [1.874, 1.180, 1.380], [1.753, 1.121, 2.722], [0.548, 1.573, 3.311], [-0.435, 2.013, 2.479], [0.306, 1.574, 4.661], [-0.881, 2.023, 5.101], [1.248, 1.121, 5.567], [2.429, 0.657, 5.028], [3.383, 0.183, 5.849], [2.683, 0.642, 3.670], [3.867, 0.120, 3.268], [1.338, -2.332, -2.847], [1.137, -0.825, -3.745], [0.179, -1.143, -2.276], [3.216, -0.721, -2.379], [2.325, -1.227, -0.951], [1.488, 2.604, -2.303], [0.784, 1.256, -3.149], [3.752, 2.040, -3.285], [2.535, 2.352, -4.517], [3.022, 0.696, -4.169], [2.971, 2.389, -0.694], [4.047, 1.070, -1.188], [3.980, 1.289, 1.202], [3.311, -0.270, 0.756], [1.064, 1.120, 6.630], [-3.417, 0.322, 1.098], [-2.320, -1.183, 1.351], [-3.319, -2.702, 0.875], [-1.896, -1.341, 3.169], [-0.938, -1.024, 0.335], [-0.036, -2.114, 0.397], [-0.185, -3.219, -0.449], [0.718, -4.273, -0.424], [1.796, -4.258, 0.451], [1.944, -3.183, 1.318], [1.038, -2.134, 1.299], [-4.199, 0.352, 1.861], [-3.917, 0.264, 0.127], [-2.860, 1.260, 1.159], [-4.210, -2.793, 1.503], [-2.735, -3.618, 0.991], [-3.645, -2.647, -0.168], [-2.799, -1.467, 3.773], [-1.365, -0.458, 3.533], [-1.253, -2.207, 3.349], [-1.019, -3.229, -1.141], [0.579, -5.111, -1.097], [2.502, -5.078, 0.466], [2.767, -3.160, 2.023], [1.154, -1.305, 1.989], [-4.299, 2.690, -1.609], [-2.522, 2.186, -2.146], [-2.291, 2.995, -3.878], [-2.461, 0.288, -2.446], [-1.080, 2.939, -0.800], [-5.032, 2.258, -2.290], [-4.358, 3.777, -1.637], [-4.471, 2.343, -0.594], [-3.065, 2.647, -4.561], [-1.308, 2.725, -4.259], [-2.348, 4.076, -3.766], [-1.702, 0.094, -3.203], [-3.432, -0.053, -2.805], [-2.185, -0.228, -1.523]]
}